(1)
C6H10 in the gas phase, computed with the ωB97M-V functional and the def2-TZVPD basis.

```
16
Properties=species:S:1:pos:R:3:nbo_charge:R:1
C 1.16724 0.31309 2.00261 -0.605
C 0.85565 -0.18421 0.59339 -0.387
C -0.65102 -0.34905 0.35891 -0.440
C -0.99939 -0.77242 -1.04214 -0.159
C -0.90762 0.11184 -2.09918 -0.386
C -0.53817 1.24465 -2.64701 -0.240
H 0.70891 1.29242 2.18489 0.205
H 2.24606 0.41562 2.15934 0.215
H 0.78189 -0.37857 2.76174 0.201
H 1.24464 0.51928 -0.15380 0.213
H 1.35099 -1.14723 0.41436 0.197
H -1.05786 -1.07419 1.07417 0.212
H -1.14229 0.61478 0.55478 0.216
H -0.21731 -0.79369 -2.38884 0.365
H -1.23773 -1.82003 -1.22569 0.215
H -1.29621 2.02305 -2.74710 0.179
```

charge	0
gap between HOMO and LUMO	8.242	eV
energy relative to the best compared isomer or geometry (same formula, charge and spin)	482.9	kJ/mol
HOMO energy	-7.978	eV



(2)
C6H10 in the gas phase, computed with the ωB97M-V functional and the def2-TZVPD basis.

```
16
Properties=species:S:1:pos:R:3:nbo_charge:R:1
C -0.17911 -0.55263 1.57903 -0.609
C -0.21950 0.00948 0.16943 0.070
C -0.89981 -0.80736 -0.85978 -0.411
C 0.62213 -0.75053 -0.93338 -0.417
C 1.19525 0.26145 -1.77694 -0.094
C -0.18404 1.52848 0.08766 -0.634
H -0.23122 -1.64702 1.59473 0.213
H -1.05401 -0.17500 2.12616 0.222
H 0.71326 -0.24090 2.13320 0.215
H -1.34130 -1.74680 -0.53251 0.219
H -1.42918 -0.29670 -1.65858 0.233
H 1.18887 -1.59585 -0.53873 0.212
H 2.28494 0.29066 -1.57810 0.104
H -0.04353 1.83021 -0.95142 0.259
H -1.09555 1.98694 0.47928 0.210
H 0.67281 1.90557 0.65995 0.208
```

charge	0
gap between HOMO and LUMO	8.234	eV
energy relative to the best compared isomer or geometry (same formula, charge and spin)	402.4	kJ/mol
HOMO energy	-8.058	eV



(3)
C6H10 in the gas phase, computed with the ωB97M-V functional and the def2-TZVPD basis.

```
16
Properties=species:S:1:pos:R:3:nbo_charge:R:1
C -0.92260 1.91889 -1.20322 -0.499
C -0.73764 0.85023 -0.48477 0.079
C -0.49671 -0.32434 0.02416 -0.077
C -1.60639 -1.33166 0.16014 -0.616
C 0.84431 -0.66697 0.62226 -0.410
C 1.96439 0.33843 0.36760 -0.604
H -0.69029 1.77808 -2.25364 0.217
H -1.27410 2.87000 -0.81173 0.219
H -1.84700 -1.44503 1.22225 0.213
H -2.50830 -1.00835 -0.36783 0.224
H -1.30448 -2.31215 -0.22591 0.212
H 1.14394 -1.65961 0.25951 0.206
H 0.67742 -0.77145 1.70182 0.206
H 2.19308 0.42697 -0.70020 0.209
H 1.69632 1.33641 0.72960 0.212
H 2.87651 0.02315 0.88448 0.210
```

charge	0
gap between HOMO and LUMO	10.114	eV
structure (SMILES)	C=C=C(C)CC
energy relative to the best compared isomer or geometry (same formula, charge and spin)	124.1	kJ/mol
HOMO energy	-9.034	eV



(4)
C6H10 in the gas phase, computed with the ωB97M-V functional and the def2-TZVPD basis.

```
16
Properties=species:S:1:pos:R:3:nbo_charge:R:1
C 2.11385 0.37291 -0.09928 -0.608
C 1.38225 -0.93655 0.19139 -0.394
C 0.50631 -0.83400 1.44632 -0.155
C -0.63957 -0.75409 1.01438 0.126
C -1.83346 -0.35674 0.30006 -0.517
C -1.62631 0.93169 -0.51543 -0.595
H 1.52957 1.24118 0.22890 0.210
H 3.08165 0.41479 0.40573 0.212
H 2.27146 0.46863 -1.17782 0.206
H 0.68040 -1.16814 -0.62832 0.168
H 2.04180 -1.79884 0.23946 0.215
H -2.55965 -0.19781 1.09720 0.255
H -2.21332 -1.16294 -0.34125 0.232
H -0.98197 0.77598 -1.38976 0.211
H -2.59091 1.29976 -0.87614 0.214
H -1.16209 1.70418 0.10458 0.218
```

charge	0
gap between HOMO and LUMO	10.002	eV
structure (SMILES)	CCC#CCC
energy relative to the best compared isomer or geometry (same formula, charge and spin)	318.5	kJ/mol
HOMO energy	-9.077	eV



(5)
C6H10 in the gas phase at a distorted geometry, computed with the ωB97M-V functional and the def2-TZVPD basis.

```
16
Properties=species:S:1:pos:R:3:nbo_charge:R:1
C 1.44396 -0.48603 0.38546 -0.407
C 0.52196 -1.29700 -0.56363 -0.402
C -0.31758 -0.06457 -0.92145 -0.214
C -1.50980 0.42082 -0.09605 -0.395
C -0.58328 0.94532 1.02066 -0.405
C 0.60220 0.76113 0.01812 -0.223
H 1.37964 -0.80231 1.43654 0.202
H 2.50561 -0.47094 0.12164 0.207
H 1.09010 -1.65613 -1.42405 0.211
H -0.06595 -2.10269 -0.13296 0.201
H -0.40151 0.13530 -2.00225 0.190
H -1.95842 1.28868 -0.59626 0.205
H -2.27120 -0.31868 0.13965 0.197
H -0.51187 0.23247 1.85620 0.199
H -0.82300 1.92207 1.45816 0.210
H 0.89913 1.49258 -0.69979 0.224
```

charge	0
gap between HOMO and LUMO	10.441	eV
structure (SMILES)	C1C[C@H]2CC[C@@H]12
energy relative to the best compared isomer or geometry (same formula, charge and spin)	194.2	kJ/mol
HOMO energy	-9.196	eV



(6)
2 unconnected molecules or ions with the total composition C6H10, computed with the ωB97M-V functional and the def2-TZVPD basis.

```
16
Properties=species:S:1:pos:R:3:nbo_charge:R:1
C -1.01596 -0.93408 0.50275 -0.189
C 0.21707 -0.95022 1.01119 -0.194
C 1.13870 -0.06240 0.24129 -0.276
C 1.33999 -0.45610 -1.20152 -0.406
C 0.27996 0.54546 -0.84927 -0.225
C -1.14618 0.04081 -0.64788 -0.444
H -1.84565 -1.54178 0.85242 0.210
H 0.54152 -1.55240 1.85496 0.215
H 1.91865 0.49822 0.74976 0.224
H 1.03602 -1.45817 -1.49717 0.214
H 2.22646 -0.07947 -1.70564 0.217
H 0.43218 1.57448 -1.16203 0.223
H -1.55527 -0.43213 -1.55018 0.217
H -1.82456 0.86456 -0.38594 0.217
H -0.50313 1.80549 1.71174 -0.001
H -1.11618 2.03053 2.06874 -0.001
```

charge	0
gap between HOMO and LUMO	10.151	eV
structure (SMILES)	C1=C[C@H]2C[C@H]2C1.[H][H]
energy relative to the best compared isomer or geometry (same formula, charge and spin)	181.1	kJ/mol
HOMO energy	-8.848	eV



(7)
C6H10 in the gas phase, computed with the ωB97M-V functional and the def2-TZVPD basis.

```
16
Properties=species:S:1:pos:R:3:nbo_charge:R:1
C 0.08542 1.69940 0.88050 -0.605
C -0.16190 0.35608 0.24939 -0.037
C -0.34534 0.15017 -1.25664 -0.390
C 0.52162 -1.13779 -1.17656 -0.392
C 0.64109 -0.93423 0.33050 -0.225
C -0.72019 -0.84233 0.95723 -0.422
H 0.66552 1.60194 1.80449 0.213
H -0.85199 2.21295 1.12235 0.211
H 0.65120 2.35328 0.20263 0.210
H -1.38068 0.02960 -1.59580 0.198
H 0.13036 0.94274 -1.84146 0.204
H 1.47854 -1.01235 -1.69116 0.207
H 0.05983 -2.07462 -1.50978 0.195
H 1.52076 -1.14777 0.93248 0.212
H -0.73070 -0.80159 2.04422 0.219
H -1.55809 -1.39432 0.52604 0.203
```

charge	0
gap between HOMO and LUMO	10.492	eV
structure (SMILES)	C[C@@]12CC[C@@H]1C2
energy relative to the best compared isomer or geometry (same formula, charge and spin)	118.4	kJ/mol
HOMO energy	-9.314	eV



(8)
C6H10 in the gas phase at a distorted geometry, computed with the ωB97M-V functional and the def2-TZVPD basis.

```
16
Properties=species:S:1:pos:R:3:nbo_charge:R:1
C 2.76723 -1.09577 0.77361 -0.288
C 2.29192 -0.08046 0.33019 0.002
C 1.42895 0.77427 -0.45506 -0.493
C -0.01785 0.87289 0.11431 -0.384
C -0.89194 -0.29497 -0.32900 -0.394
C -2.30814 -0.26485 0.24101 -0.605
H 3.06327 -2.11527 0.68661 0.235
H 1.68894 0.06520 -1.29466 0.262
H 1.80323 1.72773 -0.82259 0.237
H -0.49046 1.82445 -0.17066 0.204
H 0.02192 0.88271 1.21652 0.211
H -0.39108 -1.22436 -0.02970 0.203
H -0.93310 -0.29259 -1.42537 0.194
H -2.30037 -0.28482 1.33732 0.204
H -2.88461 -1.13128 -0.10088 0.212
H -2.84793 0.63714 -0.07167 0.201
```

charge	0
gap between HOMO and LUMO	10.639	eV
structure (SMILES)	C#CCCCC
energy relative to the best compared isomer or geometry (same formula, charge and spin)	234.9	kJ/mol
HOMO energy	-9.528	eV